(1)
This record from the OMol25 dataset describes CH2BrCl2Pt as an isolated structure. The level of theory is ωB97M-V/def2-TZVPD.

Net charge: +1
Spin multiplicity: 3
Relative energy (zero: lowest compared OMol25 entry of this formula, charge and spin): 35.7 kJ/mol

Atoms and positions in Å:
Pt  2.3468  2.5452  -1.3444
Br  1.5117  0.9698  -0.1459
C  -0.6400  -0.5868  0.2791
Cl  -0.4428  -2.2962  0.7101
Cl  -2.3297  -0.2570  -0.0437
H  -0.4027  0.0150  1.1564
H  -0.0433  -0.3900  -0.6116

=====

(2)
This record from the OMol25 dataset describes C23H26MnN4S as an isolated structure. The level of theory is ωB97M-V/def2-TZVPD.

Spin multiplicity: 6
Relative energy (zero: lowest compared OMol25 entry of this formula, charge and spin): 10.0 kJ/mol

Atoms and positions in Å:
Mn  0.0326  -0.3562  0.0409
C  2.8549  1.8664  -2.3678
C  3.5910  1.1222  -1.2479
C  3.0438  -0.2908  -0.9562
N  2.1227  -0.3507  0.1708
C  2.6182  -0.2775  1.4041
C  3.9994  -0.1605  1.6591
C  4.7355  -0.0111  2.8287
C  4.3286  0.1172  4.1396
C  3.0061  0.1017  4.5723
C  1.8446  -0.0989  3.8627
C  1.5909  -0.3689  2.4903
N  0.3911  -0.6808  2.0615
C  -0.7244  -0.9017  2.9607
C  -1.8022  -1.7330  2.2604
C  -2.7303  -0.9712  1.2986
N  -2.0165  0.0294  0.5297
C  -2.4887  1.2393  0.3179
C  -3.7140  1.7280  0.8393
C  -4.4516  2.8647  0.5694
C  -4.2407  3.8852  -0.3463
C  -3.1212  4.0106  -1.1523
C  -1.9625  3.2597  -1.1806
C  -1.5447  2.1300  -0.4326
N  -0.2994  1.7124  -0.4003
C  0.8031  2.4893  -0.9335
C  1.3330  1.8759  -2.2374
H  3.1152  1.4072  -3.3269
H  3.2306  2.8930  -2.4171
H  3.5622  1.6969  -0.3208
H  4.6473  1.0575  -1.5239
H  3.8719  -0.9946  -0.8187
H  2.5097  -0.6476  -1.8432
H  4.6232  -0.1808  0.7776
H  5.8078  0.0362  2.6668
H  5.0954  0.2618  4.8895
H  2.8598  0.2656  5.6351
H  0.9495  -0.0484  4.4675
H  -1.1375  0.0560  3.3066
H  -0.4066  -1.4549  3.8517
H  -2.4265  -2.2046  3.0237
H  -1.2993  -2.5516  1.7361
H  -3.5709  -0.5758  1.8676
H  -3.1643  -1.6998  0.6017
H  -4.1768  1.0881  1.5762
H  -5.3672  2.9428  1.1477
H  -5.0120  4.6387  -0.4386
H  -3.1332  4.8424  -1.8499
H  -1.2240  3.6101  -1.8906
H  1.5920  2.4568  -0.1784
H  0.5569  3.5449  -1.0723
H  0.8962  2.3852  -3.1011
H  0.9623  0.8466  -2.2944
S  0.2018  -2.4683  -2.8772
C  -0.2402  -1.8871  -1.5445

=====

(3)
This record from the OMol25 dataset describes an isolated ion of composition C3H4F3O4S and charge -1. The level of theory is ωB97M-V/def2-TZVPD.

Structure (SMILES): O=S(=O)([O-])C(F)(F)[C@@H](O)CF
Net charge: -1
Relative energy (zero: lowest compared OMol25 entry of this formula, charge and spin): 65.7 kJ/mol

Atoms and positions in Å:
C  0.2693  1.0122  -0.9380
C  -0.7776  0.5896  0.0179
C  -0.1424  -0.4310  1.0283
O  -0.3496  -1.7714  -1.1683
O  0.7051  -3.0536  0.7082
O  1.8758  -1.2412  -0.4640
O  -1.3795  1.6285  0.7213
F  0.8172  2.2339  -0.5207
F  -1.0920  -0.8612  1.8563
F  0.8312  0.2087  1.7397
S  0.5855  -1.8192  -0.0629
H  0.9855  0.2105  -1.1707
H  -0.1620  1.2145  -1.9396
H  -1.4798  -0.2674  -0.4374
H  -0.6867  2.3471  0.6300

=====

Among the records above, which one has the lowest relative energy (zero: lowest compared OMol25 entry of this formula, charge and spin)?
C23H26MnN4S

=====

Look up the relative energy (zero: lowest compared OMol25 entry of this formula, charge and spin) of the second one.
10.0 kJ/mol

=====

The lowest relative energy (zero: lowest compared OMol25 entry of this formula, charge and spin) belongs to which entry?
C23H26MnN4S